81
Properties=species:S:1:pos:R:3 method="wB97M-V/def2-TZVPD" s2=3.76 gap_ev="6.97 / 7.62" multiplicity=4 homo_ha="-0.25586 / -0.29008"
Co 1.101 1.060 0.954
S -0.107 -1.662 4.118
Si 3.522 2.213 2.765
Si 0.782 0.807 -2.393
O -1.078 -2.746 -1.446
O -2.224 -0.744 -2.530
N -0.485 1.599 1.814
C -2.376 3.006 2.165
C -3.446 0.588 -0.963
C -2.134 -1.323 -3.847
C 2.179 2.477 4.047
C -2.187 0.932 3.375
C -0.960 0.709 2.755
C -3.380 0.105 -2.387
C 2.081 2.125 -2.048
C 1.381 -2.284 3.548
C 1.901 -1.555 2.479
C 2.795 2.098 1.037
C -3.044 -2.505 -4.045
C -2.908 2.078 3.066
C 0.998 -3.250 -0.197
C -1.985 -2.814 -0.316
C 4.443 0.635 3.182
C 1.583 -0.574 -3.390
C -0.498 1.770 -3.391
C 0.061 -3.610 -1.333
C -1.152 2.754 1.552
C -0.029 -0.101 -0.934
C 1.078 -0.461 2.134
C -3.366 -3.180 -0.776
C -0.045 -0.381 2.943
C 4.754 3.632 2.817
H 0.479 -2.752 0.629
H 1.368 3.108 3.663
H -2.905 3.927 1.923
H -4.345 1.199 -0.830
H 1.703 2.914 -1.384
H -1.615 -3.558 0.412
H 5.351 3.669 1.895
H -3.748 -2.448 -1.497
H 1.018 -1.514 -3.326
H 3.000 1.706 -1.625
H -2.829 -3.278 -3.303
H 0.656 -0.757 -0.377
H -1.084 -1.613 -3.977
H 2.835 -1.778 1.972
H -3.361 -4.174 -1.236
H 2.594 3.104 0.625
H -2.581 1.208 -0.710
H -4.280 -0.477 -2.650
H 4.245 4.598 2.932
H -3.300 0.955 -3.089
H 2.597 -0.761 -3.009
H -0.308 -4.639 -1.203
H 4.777 0.124 2.272
H -0.664 0.526 -0.297
H -4.096 -2.208 -3.986
H -4.041 -3.211 0.085
H 2.615 2.980 4.923
H -2.548 0.179 4.076
H -1.278 2.186 -2.740
H 1.665 -0.292 -4.449
H -0.676 3.443 0.853
H 1.746 1.528 4.388
H -3.503 -0.253 -0.262
H -1.976 -1.831 0.185
H -2.362 -0.541 -4.591
H -0.812 -0.895 -1.408
H 1.810 -2.607 -0.548
H -2.868 -2.918 -5.041
H 3.540 1.641 0.360
H 1.453 -4.162 0.201
H -3.879 2.256 3.530
H 0.565 -3.539 -2.304
H 5.331 0.882 3.781
H 1.837 -3.152 4.021
H -0.984 1.161 -4.163
H 3.821 -0.060 3.759
H 2.347 2.609 -3.003
H -0.007 2.615 -3.895
H 5.444 3.503 3.663


17
Properties=species:S:1:pos:R:3 method="wB97M-V/def2-TZVPD" gap_ev=9.08 homo_ha=-0.50394 smiles="O[C@@H]1[NH2+]C=Cc2cnnn21" charge=+1
O 0.128 -1.957 0.945
N 1.009 -0.345 -0.562
N -3.392 -0.198 0.063
N -2.543 -1.110 -0.180
N -1.278 -0.535 -0.245
C 0.972 0.943 0.180
C -0.070 -1.289 -0.299
C -2.741 0.978 0.215
C -0.199 1.518 0.387
C -1.338 0.799 -0.046
H 1.056 -0.110 -1.595
H 1.960 1.342 0.512
H -0.289 2.496 0.759
H 1.948 -0.685 -0.409
H -0.115 -2.053 -1.064
H -0.748 -1.961 1.355
H -3.165 1.944 0.312


12
Properties=species:S:1:pos:R:3 method="wB97M-V/def2-TZVPD" s2=2.01 gap_ev="6.27 / 7.18" multiplicity=3 homo_ha="-0.19962 / -0.37138"
Br 2.440 -0.226 -0.050
N -0.451 0.027 0.079
C -0.627 -1.374 0.212
C 0.839 2.079 0.020
C 0.610 0.622 -0.035
C -1.654 -2.022 -0.267
H -2.436 -1.549 -0.882
H -1.581 -2.985 0.134
H 1.275 2.277 -1.063
H 0.154 -1.677 0.883
H 1.517 2.291 0.883
H -0.085 2.536 0.086


45
Properties=species:S:1:pos:R:3 method="wB97M-V/def2-TZVPD" gap_ev=8.40 homo_ha=-0.31253 smiles="CC(C)c1ccccc1OCCNC(=S)NC(=O)c1cccnc1"
S 1.203 4.231 0.799
O -2.124 0.824 -1.309
O 1.549 0.049 -0.865
N 6.093 0.184 0.388
N 2.278 1.941 0.173
N 0.100 2.270 -0.577
C 4.934 0.751 0.119
C -2.979 -1.393 1.423
C 2.424 0.656 -0.273
C 3.738 0.037 0.035
C 5.011 -1.939 0.483
C -2.075 2.198 -1.609
C 6.131 -1.124 0.579
C 1.148 2.746 0.085
C -3.614 1.160 0.594
C -2.198 -2.423 -1.665
C -0.613 -2.721 0.263
C 3.794 -1.346 0.204
C -4.193 0.642 1.740
C -1.164 2.958 -0.642
C -1.419 -1.713 -0.554
C -3.877 -0.636 2.157
C -2.380 -0.898 0.277
C -2.716 0.400 -0.142
H -2.741 -2.390 1.758
H -3.884 2.157 0.279
H 7.106 -1.531 0.811
H -0.158 -2.239 1.126
H -1.234 -3.545 0.607
H -0.712 -1.024 -1.024
H -1.520 -2.994 -2.296
H 5.092 -3.005 0.626
H -1.008 3.985 -0.986
H 2.885 -1.923 0.119
H 0.179 -3.136 -0.358
H 4.977 1.818 -0.063
H -4.891 1.245 2.301
H -2.717 -1.695 -2.283
H -4.326 -1.044 3.049
H -2.933 -3.103 -1.238
H -1.655 2.238 -2.618
H 3.035 2.372 0.690
H -3.071 2.654 -1.629
H 0.138 1.307 -0.914
H -1.611 3.001 0.360


42
Properties=species:S:1:pos:R:3 method="wB97M-V/def2-TZVPD" gap_ev=8.79 homo_ha=-0.32850 smiles="CC(C)N(Cc1ccccc1)C(=O)COC(=O)c1cnccn1"
O 0.596 2.062 -0.427
O 1.690 3.801 0.501
O 0.672 -0.109 2.133
N -2.320 4.426 -1.950
N -0.088 -0.827 0.146
N 0.125 5.460 -1.164
C 0.814 3.368 -0.192
C 0.211 -1.809 -2.101
C 1.437 1.122 0.241
C -1.843 -0.452 -1.536
C -0.764 6.204 -1.794
C 0.613 -4.154 3.561
C -0.346 -0.649 -1.275
C -0.198 4.195 -0.917
C 1.408 -3.145 1.115
C 0.166 -2.794 1.626
C -1.987 5.682 -2.205
C 2.247 -3.987 1.822
C 0.622 0.014 0.926
C -0.775 -1.900 0.856
C 1.851 -4.496 3.046
C -1.440 3.685 -1.300
C -0.222 -3.307 2.856
H -1.993 -0.081 -2.546
H -0.484 7.231 -1.980
H 1.291 -1.876 -1.989
H -1.729 2.667 -1.080
H -1.320 -2.500 0.126
H -1.495 -1.463 1.556
H -2.254 0.272 -0.836
H 2.132 0.691 -0.488
H 1.729 -2.748 0.164
H -1.183 -3.034 3.268
H 2.507 -5.153 3.599
H 0.160 0.265 -1.586
H 3.214 -4.246 1.415
H -2.714 6.271 -2.747
H -2.396 -1.383 -1.432
H 0.299 -4.542 4.519
H -0.013 -1.646 -3.152
H 2.007 1.640 1.020
H -0.226 -2.758 -1.801


135
Properties=species:S:1:pos:R:3 method="wB97M-V/def2-TZVPD" s2=0.77 gap_ev="6.37 / 6.29" multiplicity=2 homo_ha="-0.35858 / -0.35797" charge=+1
I -3.176 1.455 -0.282
Ru -0.441 -0.055 -1.091
Br -2.216 3.214 -3.416
Se -0.731 -0.488 1.324
S -1.579 -0.204 -3.384
P 0.037 -2.402 -1.917
O 0.020 1.731 -0.398
O 1.394 -0.628 -0.633
N -4.078 0.678 -3.488
N -3.850 -1.519 -2.777
C -1.858 -4.393 -2.340
C -0.705 2.259 6.002
C 4.079 -2.135 -1.238
C 4.329 -0.960 -0.290
C 0.180 3.498 1.233
C -2.758 -5.104 -4.450
C 2.049 -2.931 -3.832
C -5.673 -3.047 -2.227
C 5.762 -1.081 0.232
C 4.470 -0.698 4.999
C 0.908 5.909 0.832
C -1.147 -3.314 -4.364
C -4.668 4.501 -3.093
C 2.291 -1.660 5.700
C 2.817 -1.370 3.246
C -1.501 4.463 5.164
C 1.367 -4.640 1.273
C -0.809 4.819 -0.592
C -6.225 1.723 -3.779
C 0.492 4.582 0.194
C 1.338 -1.946 -3.146
C 3.375 -1.703 4.624
C 1.476 -1.149 3.006
C -4.189 2.972 -1.315
C -5.863 4.856 -2.490
C 3.676 -1.293 2.137
C 1.781 -5.819 0.682
C 1.082 -0.877 1.703
C -6.206 4.301 -1.266
C -3.296 -0.348 -3.182
C 4.213 0.376 -1.036
C 1.068 -4.989 -1.460
C -5.367 3.365 -0.682
C -3.821 3.561 -2.510
C 1.611 -5.998 -0.686
C -0.636 1.643 3.204
C -0.316 2.928 3.598
C 0.948 4.029 5.449
C 3.973 -3.116 4.591
C -0.090 2.163 0.858
C -1.060 -3.439 -2.978
C -1.988 -4.142 -5.092
C 0.700 -3.766 -0.884
C 3.291 -1.015 0.834
C -2.694 -5.228 -3.071
C -0.395 3.407 5.043
C 3.017 -2.600 -4.766
C 0.814 -3.635 0.490
C 3.297 -1.271 -5.038
C 1.626 -0.617 -3.443
C -0.504 1.316 1.859
C 1.906 -0.815 0.607
C -5.185 -1.711 -2.672
C 2.594 -0.277 -4.375
C -5.996 -0.660 -3.000
C 0.075 3.816 2.577
C -5.398 0.537 -3.417
C 1.621 4.152 -0.751
H 4.081 0.322 4.984
H -3.393 -5.764 -5.026
H 0.742 -1.164 3.800
H -6.517 5.567 -2.975
H 2.803 0.765 -4.571
H -6.729 -2.999 -1.977
H 0.298 4.831 2.865
H -0.975 0.896 3.909
H 2.551 4.018 -0.197
H 3.216 0.523 -1.444
H 4.726 -1.462 2.316
H 4.771 -2.098 -2.081
H -0.714 2.633 7.026
H 1.117 0.209 -2.947
H 2.729 -1.910 6.667
H 0.050 1.473 5.941
H -3.213 -2.295 -2.583
H 2.209 -6.609 1.283
H 3.215 -3.850 4.311
H -5.114 -3.395 -1.359
H 3.556 -3.386 -5.278
H 1.173 4.923 4.869
H 1.388 3.219 -1.259
H -2.467 4.044 4.880
H -6.537 2.234 -2.865
H 1.847 -0.667 5.783
H 1.860 -3.975 -3.644
H 5.316 -0.746 4.312
H -5.531 -3.775 -3.025
H -2.028 -4.046 -6.169
H -1.795 -4.513 -1.264
H -4.372 4.955 -4.028
H 3.067 -2.109 -1.625
H 4.054 -1.009 -5.765
H 1.792 5.801 1.463
H 6.448 -0.992 -0.611
H -7.121 1.426 -4.321
H -1.684 1.818 5.806
H 4.845 -0.906 6.001
H 5.948 -2.047 0.703
H -1.088 3.912 -1.133
H 0.905 -5.176 -2.510
H 1.780 4.927 -1.503
H 1.150 6.615 0.038
H -0.686 5.629 -1.313
H 4.360 -3.387 5.575
H 6.006 -0.291 0.943
H 4.435 1.207 -0.364
H -1.573 4.823 6.191
H 1.496 -2.383 5.505
H 1.763 3.319 5.303
H 0.926 4.314 6.502
H 1.899 -6.930 -1.152
H -1.303 5.320 4.520
H -7.124 4.583 -0.768
H 4.793 -3.187 3.876
H 0.107 6.353 1.425
H 0.454 -2.746 0.971
H -0.550 -2.575 -4.877
H -5.622 2.942 0.279
H 4.930 0.401 -1.858
H -7.069 -0.761 -2.945
H -3.280 -5.983 -2.564
H -5.638 2.419 -4.371
H 1.464 -4.493 2.340
H 4.220 -3.084 -0.715
H -1.621 5.081 0.090


17
Properties=species:S:1:pos:R:3 method="wB97M-V/def2-TZVPD" gap_ev=9.38 homo_ha=-0.51533 charge=+1
N -1.611 0.162 0.883
N -0.029 0.637 -0.472
N 0.652 0.255 0.684
C -1.424 0.960 -0.272
C 1.857 -0.961 -1.098
C -0.478 0.124 1.680
C 0.563 -0.643 -0.421
H 0.587 1.591 -1.339
H -0.256 -0.703 2.333
H -2.099 0.609 -1.130
H -1.338 2.026 -0.319
H 1.732 -1.991 -1.646
H 2.420 -1.210 -0.276
H -0.324 1.160 2.226
H 2.361 -0.146 -1.617
H -2.406 -0.409 1.291
H -0.205 -1.461 -0.505


Record-wise energy relative to the best compared isomer or geometry (same formula, charge and spin) values, in kJ/mol: 32.09 273.33 103.15 76.98 120.43 220.85 557.12